Record 1
Formula: C3H7FOS
Source: OMol25
Level of theory: ωB97M-V with the def2-TZVPD basis set

Last column: Mulliken charge in e.
Cartesian coordinates (Å):
C  0.946  -0.393  0.269  0.21
C  1.021  -1.658  1.032  -0.84
C  -0.486  1.789  -1.039  -0.76
O  -1.002  1.019  1.439  -0.66
F  0.247  -0.734  -1.561  -0.58
S  -0.607  0.391  0.171  0.67
H  2.025  -1.877  1.519  0.26
H  0.675  -2.516  0.328  0.28
H  0.223  -1.566  1.806  0.27
H  -0.253  1.612  -2.116  0.29
H  -1.485  2.250  -1.044  0.34
H  0.370  2.161  -0.458  0.32
H  -1.676  -0.478  -0.345  0.20

Properties
- Strongest force on any atom: 2.11 eV/Å
- Orbital gap: 9.13 eV
- ΔE to the lowest compared entry with this formula, charge and spin: 138.6 kcal per mole



Record 2
Formula: C4H9N2
Source: OMol25
Level of theory: ωB97M-V with the def2-TZVPD basis set

Last column: Mulliken charge in e.
Cartesian coordinates (Å):
C  1.545  -0.767  -0.519  -0.85
C  1.236  0.365  0.355  -0.38
C  -1.055  0.798  -0.458  -0.28
C  -0.862  -0.891  0.532  -0.30
N  -1.855  -0.378  -0.251  -0.24
N  -0.218  0.385  0.653  0.07
H  1.377  -0.508  -1.520  0.33
H  2.395  -1.372  -0.355  0.35
H  1.689  0.152  1.367  0.33
H  1.597  1.267  -0.068  0.37
H  -0.544  0.860  -1.341  0.30
H  -1.765  1.727  -0.360  0.28
H  -0.886  -1.616  1.368  0.34
H  -2.394  -0.816  -0.994  0.27
H  -0.258  0.795  1.590  0.40

Properties
- Strongest force on any atom: 6.10 eV/Å
- Orbital gap (spin up / spin down): 9.34 / 7.96 eV
- Charge: +1
- ΔE to the lowest compared entry with this formula, charge and spin: 139.0 kcal per mole